ORCA calculation (ωB97M-V/def2-TZVPD) on 2 unconnected molecules or ions with the total composition C8H14 in a non-equilibrium geometry.

Last column: Mulliken spin population.
Positions of all 22 atoms, in Å:
C -3.7143 0.0172 -0.1627  0.00
C -2.3328 -0.5389 -0.3993  0.01
C -1.3212 0.1507 0.5356  -0.03
C 0.0471 -0.3807 0.5886  0.25
C 1.0866 1.3904 -0.8013  0.32
C 1.1833 0.2238 -0.0229  -0.19
C 2.4184 -0.5174 0.2609  0.09
C 3.5907 -0.2583 -0.3522  -0.02
H -4.0303 -0.1923 0.8867  0.00
H -4.4877 -0.2206 -0.9275  0.00
H -3.6063 1.1386 -0.1920  0.00
H -2.0227 -0.3063 -1.4279  0.00
H -2.1996 -1.6196 -0.3503  0.00
H -1.8106 0.1129 1.5500  -0.02
H -1.3769 1.2312 0.4325  0.03
H 0.3530 -0.9363 1.5587  0.20
H 0.5633 -1.3152 2.4302  0.37
H 0.1553 1.9129 -0.9102  -0.01
H 1.9845 1.7744 -1.2962  0.00
H 2.3955 -1.2698 1.0481  -0.03
H 4.3652 -0.9252 0.0132  0.00
H 3.8079 0.4353 -1.1625  0.00

Summary:
Energy above the lowest of the compared OMol25 structures with the same formula, charge and spin: 304.9 kJ/mol
Largest force on an atom: 0.046 Eh/bohr
Expectation value of S²: 0.776
HOMO-LUMO gap (alpha / beta): 5.76 / 5.32 eV
HOMO energy (alpha / beta): -1.9070 / -1.4859 eV
2S+1: 2
Total charge: -1
Calculated total energy: -8517.868 eV

---

ORCA calculation (ωB97M-V/def2-TZVPD) on a molecular structure, C17H18LuN5O8PS in a non-equilibrium geometry.

Last column: Löwdin charge in e.
Positions of all 51 atoms, in Å:
Lu -13.7782 -13.7495 5.2315  1.87
O -17.2860 -17.9798 5.8198  0.15
C -17.6760 -17.6209 4.5953  -0.46
O -18.6707 -18.0968 4.1339  0.17
C -16.7336 -16.6154 3.9791  -0.02
C -16.5171 -16.2413 2.6823  0.06
N -15.6482 -15.2108 2.6861  0.04
N -15.3180 -14.8680 3.8998  -0.07
C -15.9660 -15.6990 4.7244  -0.13
C -15.4763 -15.2958 6.0937  -0.73
O -14.5084 -15.9173 6.5466  0.02
O -15.8213 -14.1372 6.4569  -0.04
H -16.4128 -17.6405 6.0930  0.11
H -16.9185 -16.6631 1.7847  0.16
H -15.3255 -14.6724 1.8942  0.19
C -9.4897 -13.1576 6.5500  -0.14
P -10.9300 -14.1565 6.7189  0.59
C -12.0302 -13.2119 7.7095  -0.18
C -10.6511 -15.6606 7.5648  -0.14
O -11.7291 -14.3084 5.3888  -0.52
H -9.0500 -12.9882 7.5425  0.09
H -9.7782 -12.1857 6.1516  0.08
H -8.7486 -13.6270 5.8901  0.09
H -11.6685 -13.0451 8.7215  0.09
H -12.9454 -13.8126 7.8054  0.05
H -12.2242 -12.2418 7.2497  0.07
H -10.1109 -15.4490 8.4880  0.09
H -10.0871 -16.3604 6.9392  0.09
H -11.6351 -16.0951 7.7992  0.08
O -8.3729 -6.1151 2.4147  -0.33
S -9.0392 -7.2558 2.9637  0.37
O -8.8464 -8.4985 2.2504  -0.37
O -8.9088 -7.4297 4.3876  -0.35
C -10.8195 -6.9217 2.7018  -0.32
N -11.3526 -5.7350 2.4634  0.16
C -12.6816 -5.6646 2.4637  -0.07
C -13.5270 -6.7866 2.7060  0.03
C -12.8281 -7.9718 2.9205  -0.25
N -11.5218 -8.0264 2.8987  0.13
C -13.4102 -9.2576 3.3237  -0.08
C -12.5561 -10.3535 3.0935  0.04
C -12.8538 -11.5338 3.6847  -0.14
N -13.9641 -11.7229 4.4553  -0.17
C -14.8329 -10.7054 4.5831  -0.08
C -14.5823 -9.4676 4.0270  0.04
H -13.1901 -4.7394 2.2884  0.11
H -14.6078 -6.7091 2.7102  0.11
H -11.6289 -10.1885 2.5562  0.14
H -12.1719 -12.3490 3.5479  0.10
H -15.7198 -10.8824 5.1810  0.13
H -15.2760 -8.6598 4.1713  0.13

Summary:
Largest force on an atom: 0.044 Eh/bohr
HOMO-LUMO gap: 4.53 eV
HOMO energy: -9.3541 eV
Total charge: +1
Calculated total energy: -95491.004 eV